66
Properties=species:S:1:pos:R:3:forces:R:3:mulliken_spin:R:1 method="wB97M-V/def2-TZVPD" charge=-1 multiplicity=3 homo_energy_ev="-2.57 / -4.27" e_above_lowest_kcal_mol=73.19 e_tot_ev=-64520.8324 fmax_ha_per_bohr=0.050 homo_lumo_gap_ev="5.2 / 6.9"
C 4.06547 1.63642 1.55651 -0.1 0.0 -0.1 0.00
H -5.72721 1.14115 -3.30482 0.0 0.0 0.0 0.00
C -0.37728 -2.85370 3.93777 0.0 0.0 0.0 0.00
N -0.79085 1.07780 1.08393 0.1 0.6 0.1 0.00
H -2.69830 0.29420 0.92005 0.1 -0.1 -0.1 0.00
H -2.91551 3.74636 2.64176 0.0 0.0 0.1 0.00
H 0.80171 0.55233 0.88917 0.2 0.3 -0.1 0.04
H 0.59871 2.86261 -2.28031 0.0 0.0 0.0 0.00
N 1.92580 0.92222 2.32876 -0.1 -0.2 -0.1 0.00
H 0.61350 -1.28733 5.19955 0.0 0.0 0.0 0.00
N 0.25429 -0.87411 3.17527 0.1 -0.1 0.0 0.01
N -0.62069 1.30563 2.47426 -0.3 -0.2 0.2 0.04
C -1.12116 1.76824 -1.75609 0.0 0.0 0.0 0.01
H 5.00153 2.11106 1.81603 0.1 -0.1 0.0 0.00
B 0.64269 0.65121 3.13514 0.0 0.3 0.0 -0.01
H 1.89282 -1.37668 -4.94228 0.0 0.0 0.0 0.00
H -3.68072 2.08067 -2.29638 0.0 0.0 0.0 0.00
H 4.02257 0.41982 -0.26697 0.1 0.0 -0.1 0.00
H -0.55996 -3.69846 4.57853 0.0 0.0 0.0 0.00
H -1.15768 -3.41923 1.91045 0.0 0.0 0.0 0.00
C 1.55712 -0.24089 -3.16322 0.1 0.0 -0.1 -0.02
H -1.12385 1.32420 -2.75051 0.1 0.0 0.0 0.01
N 1.79788 0.52637 0.96614 0.3 0.1 0.4 0.03
C 3.62049 1.42948 -4.16538 0.0 -0.1 0.0 0.00
H 1.94705 2.55437 0.32001 0.1 0.0 0.2 0.00
H -4.59280 -2.73877 -1.87928 0.0 0.0 0.0 0.00
H 4.28226 2.15357 -0.53195 -0.1 0.1 0.0 0.00
H -1.69785 2.70181 -1.80511 0.0 0.0 -0.1 0.00
H 0.77041 1.04658 4.26766 -0.1 0.0 0.0 0.00
C 3.00186 1.70511 -2.95953 0.0 0.0 0.1 0.00
C -3.22497 -1.17020 -1.39882 0.0 0.0 0.0 -0.02
O 1.10748 -2.11120 -0.01269 1.1 -1.1 0.3 0.12
C -3.88480 1.02039 -2.21086 0.0 0.0 0.0 -0.01
C -2.37896 2.91608 2.20304 0.0 0.1 0.0 0.00
H -2.70892 3.19601 0.07909 0.0 0.0 0.0 0.00
C 3.74536 1.42010 0.06933 0.1 0.0 0.3 0.00
C -5.28816 -0.86375 -2.64764 0.0 0.0 0.0 -0.01
H -3.91969 2.20730 0.89330 0.0 0.1 -0.1 0.00
H 3.28531 2.58818 -2.39836 0.0 0.0 0.0 0.00
C -0.69299 -2.71877 2.58455 0.0 0.0 -0.1 -0.01
H 3.38236 1.69573 3.57567 0.0 0.0 0.0 0.00
H 4.39583 2.08127 -4.54724 0.0 0.0 0.0 0.00
N -0.31300 -1.53077 2.13364 0.1 0.6 0.2 -0.01
C 0.22329 -1.65211 4.26412 0.0 0.0 0.0 0.00
C 2.23101 1.53882 0.00812 -0.5 -0.2 -0.5 0.02
C 3.21929 0.29835 -4.87126 0.0 0.0 0.0 0.00
H -0.33635 1.89036 0.66618 0.0 0.0 -0.1 -0.01
N 1.37358 1.21895 -1.19491 0.4 0.7 0.1 0.03
H 3.69094 0.04929 -5.81482 0.0 0.0 0.0 0.00
C -5.03723 0.49692 -2.77545 0.0 0.0 0.0 0.02
S 0.22345 -1.26442 -2.68997 -0.3 0.7 0.4 -0.02
C 2.01417 0.87208 -2.43837 0.0 -0.1 0.1 0.05
C -1.40057 2.33075 2.91959 0.1 0.1 0.0 0.00
S -2.13558 -2.25322 -0.55971 0.0 0.4 0.2 0.00
C -2.85001 2.42822 0.84873 0.2 -0.1 -0.2 0.01
C -2.98491 0.20260 -1.54019 0.1 0.0 0.0 0.03
C -4.39934 -1.67716 -1.97038 0.0 0.0 0.0 0.02
C 3.16424 1.42994 2.54770 0.0 0.1 0.1 0.00
N -1.80836 0.76518 -0.90173 -0.1 0.1 -0.1 0.02
C -2.12780 1.12283 0.49343 -0.2 -0.1 0.6 -0.01
H 0.28775 2.92513 -0.57802 0.1 0.0 0.0 -0.01
W -0.10476 -0.92462 -0.12869 -1.3 -1.8 -1.3 1.67
C 2.21193 -0.50677 -4.38129 -0.1 0.0 0.0 0.00
H -6.18134 -1.29487 -3.08386 0.0 0.0 0.0 0.00
H -1.16496 2.66129 3.92409 0.0 0.0 0.0 0.00
C 0.32109 2.23449 -1.42477 -0.1 -0.1 0.0 -0.03